# 1
Density functional theory data (ωB97M-V with the def2-TZVPD basis set) for 2 unconnected molecules or ions with the total composition C36H35BF6O2 at a distorted geometry.

Calculated values
max |F| = 3.11 eV/A
calculated total energy = -2167.34532 a.u.
HOMO level = -7.34 eV
molar mass = 624.474 g/mol
total charge = 0
relative energy (zero: lowest compared OMol25 entry of this formula, charge and spin) = 0.0 kJ/mol

Structure (XYZ):
```
80
Properties=species:S:1:pos:R:3:mulliken_charge:R:1
C -1.80 1.16 -0.71 0.68
C -0.69 0.52 -1.62 0.62
C 0.01 1.37 -2.51 -0.43
C 1.08 0.89 -3.28 -0.63
C 1.40 -0.47 -3.25 -0.61
C 0.59 -1.35 -2.53 -0.52
C -0.48 -0.88 -1.77 0.28
C -2.96 0.26 -0.75 -0.84
C -4.20 0.76 -1.02 -0.79
C -5.17 0.02 -1.75 0.92
C -6.37 0.63 -2.19 -0.69
C -7.13 0.03 -3.18 -0.40
C -6.74 -1.19 -3.75 -0.57
C -5.61 -1.83 -3.26 -0.57
C -4.83 -1.27 -2.26 -0.45
H -1.91 2.20 -1.23 0.25
H -0.28 2.41 -2.64 0.46
H 1.66 1.57 -3.92 0.41
H 2.30 -0.83 -3.76 0.40
H 0.80 -2.43 -2.58 0.42
H -1.17 -1.64 -1.38 -0.05
H -2.78 -0.82 -0.57 0.47
H -4.41 1.80 -0.73 0.16
H -6.62 1.62 -1.79 0.33
H -8.03 0.52 -3.51 0.36
H -7.32 -1.65 -4.53 0.38
H -5.28 -2.78 -3.66 0.38
H -3.88 -1.74 -1.97 0.25
C 2.10 -2.54 3.38 -1.29
C 2.25 -3.02 1.93 1.20
C 2.86 -4.43 1.96 -1.84
C 0.85 -2.89 1.15 1.53
C 0.80 -3.81 -0.06 -1.84
C -0.43 -3.05 1.94 -1.94
O 0.92 -1.54 0.64 -0.05
B 2.29 -1.20 0.55 1.02
C 2.77 0.27 0.18 0.07
C 1.86 1.35 -0.07 0.53
C 2.32 2.66 -0.27 0.78
C 1.47 3.82 -0.69 0.57
F 1.73 4.19 -2.00 -0.30
F 0.13 3.58 -0.59 -0.04
F 1.72 4.92 0.10 -0.31
C 3.66 3.01 -0.13 -1.63
C 4.56 1.97 0.03 0.20
C 6.03 2.30 0.04 0.70
F 6.33 3.23 1.00 -0.26
F 6.78 1.17 0.29 -0.28
F 6.43 2.84 -1.17 -0.25
C 4.14 0.64 0.13 -1.05
C -2.38 1.89 0.71 -1.43
C -1.24 2.05 1.68 1.11
C -0.96 3.29 2.30 -0.30
C 0.07 3.39 3.24 -0.71
C 0.78 2.26 3.63 -0.87
C 0.38 1.01 3.15 -0.15
C -0.66 0.89 2.20 -0.37
O 3.11 -2.14 1.18 -0.68
H 1.27 -3.06 3.88 0.32
H 3.02 -2.74 3.94 0.48
H 1.91 -1.45 3.40 -0.09
H 2.18 -5.12 2.46 0.35
H 2.96 -4.87 0.96 0.36
H 3.82 -4.49 2.51 0.45
H 0.76 -4.86 0.24 0.42
H -0.04 -3.53 -0.70 0.41
H 1.73 -3.77 -0.64 0.32
H -0.52 -4.08 2.33 0.33
H -0.54 -2.36 2.78 0.41
H -1.23 -2.85 1.23 0.42
H 0.78 1.18 0.05 -0.34
H 4.00 4.03 -0.26 0.54
H 4.92 -0.11 0.23 0.68
H -2.82 2.83 0.35 0.56
H -3.25 1.40 1.26 0.40
H -1.54 4.19 2.05 0.34
H 0.31 4.32 3.77 0.37
H 1.60 2.36 4.36 0.42
H 0.83 0.10 3.57 0.43
H -1.02 -0.11 1.93 0.01
```


# 2
Density functional theory data (ωB97M-V with the def2-TZVPD basis set) for C4H7NO2 in the gas phase at a distorted geometry.

Calculated values
max |F| = 3.85 eV/A
calculated total energy = -361.80089 a.u.
HOMO level = -9.79 eV
molar mass = 101.105 g/mol
total charge = 0
relative energy (zero: lowest compared OMol25 entry of this formula, charge and spin) = 210.0 kJ/mol

Structure (XYZ):
```
14
Properties=species:S:1:pos:R:3:nbo_charge:R:1
C -0.93 1.64 0.52 0.46
C 0.93 -1.55 -0.40 -0.69
C -0.26 -0.71 -0.05 0.33
C -0.12 0.77 -0.42 -0.08
O -0.29 2.40 1.24 -0.53
N -1.33 -1.07 0.50 -0.65
O 1.19 1.25 -0.29 -0.75
H 1.01 2.07 0.53 0.49
H -2.02 1.58 0.50 0.17
H -1.36 -2.05 0.75 0.34
H -0.53 0.90 -1.44 0.19
H 0.74 -2.60 -0.17 0.22
H 1.18 -1.42 -1.45 0.24
H 1.79 -1.21 0.17 0.26
```


# 3
Density functional theory data (ωB97M-V with the def2-TZVPD basis set) for 9 unconnected molecules or ions with the total composition H17O9 at a distorted geometry.

Calculated values
max |F| = 6.66 eV/A
calculated total energy = -687.35769 a.u.
HOMO level = -6.41 eV
molar mass = 161.127 g/mol
total charge = -1
relative energy (zero: lowest compared OMol25 entry of this formula, charge and spin) = 247.9 kJ/mol

Structure (XYZ):
```
26
Properties=species:S:1:pos:R:3:nbo_charge:R:1
O -2.39 -2.29 -0.93 -0.97
H -0.01 -1.16 1.28 0.44
H -0.55 0.61 3.29 0.45
O 2.58 -0.78 3.00 -0.96
H 1.99 0.00 2.78 0.47
O -0.01 -0.51 -1.70 -1.04
H 0.32 -0.54 -0.73 0.52
H -0.92 -0.14 -1.52 0.45
O -1.05 3.60 -1.87 -0.96
H -0.96 1.92 0.80 0.52
H -0.46 2.77 -2.01 0.47
O -1.00 0.63 2.47 -1.04
H -1.63 -1.69 -0.92 0.49
H -1.82 3.29 -1.41 0.49
O -1.70 2.61 0.67 -0.99
H -0.47 -1.72 -3.23 0.48
H -2.06 2.90 1.42 0.47
O 0.51 -0.51 0.83 -1.23
H -0.47 0.10 1.75 0.49
H 2.37 -1.19 2.15 0.48
O 3.38 0.12 0.42 -0.95
H 3.40 -0.74 0.12 0.46
H 2.48 0.43 0.16 0.49
O 0.25 -2.46 -3.07 -0.96
H 0.55 -2.29 -2.23 0.47
H -2.33 -2.97 -1.52 0.47
```


# 4
Density functional theory data (ωB97M-V with the def2-TZVPD basis set) for a molecular structure, C49H43N4O3P2PrS5 at a distorted geometry.

Calculated values
⟨S²⟩ = 2.01
max |F| = 2.73 eV/A
calculated total energy = -5528.37239 a.u.
HOMO level (alpha / beta) = -5.96 / -5.97 eV
molar mass = 1099.099 g/mol
spin multiplicity = 3
total charge = 0

Structure (XYZ):
```
107
Properties=species:S:1:pos:R:3:lowdin_spin:R:1
Pr -0.76 0.98 0.18 2.05
C 5.42 6.03 1.95 0.00
O 4.73 5.06 1.10 0.00
C 5.41 3.95 0.67 0.00
C 6.79 3.67 0.87 0.00
C 7.21 2.36 0.59 0.00
C 6.39 1.43 -0.05 0.00
C 5.07 1.76 -0.37 0.00
C 4.57 3.01 -0.01 0.00
N 3.23 3.36 0.02 0.00
C 2.18 2.61 -0.48 0.00
N 2.35 2.20 -1.75 0.00
C 1.53 1.31 -2.51 0.00
C 0.20 1.04 -2.34 -0.01
C -0.49 0.33 -3.32 0.00
C 0.23 -0.33 -4.31 0.00
C 1.60 -0.16 -4.48 0.00
C 2.27 0.67 -3.58 0.00
O 3.57 1.03 -3.71 0.00
C 4.34 0.30 -4.70 0.00
N 1.05 2.39 0.21 -0.01
C 0.84 2.87 1.53 0.00
C -0.05 3.94 1.71 0.00
C -0.14 4.62 2.92 0.00
C 0.66 4.19 4.02 0.00
C 1.60 3.20 3.80 0.00
C 1.66 2.45 2.64 0.00
O 2.46 1.38 2.48 0.00
C 3.07 0.77 3.67 0.00
H 4.69 6.88 2.13 0.00
H 6.29 6.38 1.40 0.00
H 5.70 5.57 2.91 0.00
H 7.43 4.41 1.35 0.00
H 8.22 2.08 0.99 0.00
H 6.72 0.39 -0.22 0.00
H 4.39 1.02 -0.80 0.00
H 3.06 4.24 0.48 0.00
H 3.19 2.45 -2.26 0.00
H -1.58 0.29 -3.33 0.00
H -0.24 -1.07 -4.97 0.00
H 2.14 -0.65 -5.28 0.00
H 5.36 0.71 -4.72 0.00
H 3.94 0.50 -5.71 0.00
H 4.39 -0.80 -4.47 0.00
H -0.65 4.29 0.87 0.00
H -0.85 5.46 3.05 0.00
H 0.59 4.73 4.97 0.00
H 2.26 2.96 4.64 0.00
H 3.30 -0.24 3.39 0.00
H 2.36 0.79 4.51 0.00
H 4.01 1.28 3.94 0.00
N -2.97 -2.11 0.18 0.00
P -1.41 -2.01 1.07 0.00
C -0.18 -2.70 -0.03 0.00
C 1.14 -2.24 -0.15 0.00
C 1.96 -2.78 -1.12 0.00
C 1.51 -3.79 -1.97 0.00
C 0.20 -4.28 -1.78 0.00
C -0.62 -3.77 -0.80 0.00
C -1.30 -3.25 2.41 0.00
C -2.28 -4.22 2.57 0.00
C -2.01 -5.31 3.42 0.00
C -0.83 -5.44 4.13 0.00
C 0.15 -4.46 3.95 0.00
C -0.07 -3.39 3.11 0.00
P -3.10 -1.59 -1.50 0.00
C -3.69 -3.11 -2.24 0.00
C -3.31 -3.35 -3.59 0.00
C -3.95 -4.33 -4.31 0.00
C -4.89 -5.17 -3.71 0.00
C -5.21 -4.98 -2.37 0.00
C -4.64 -3.94 -1.62 0.00
C -4.58 -0.52 -1.67 0.00
C -4.37 0.60 -2.50 0.00
C -5.44 1.47 -2.72 0.00
C -6.72 1.25 -2.16 0.00
C -6.89 0.08 -1.38 0.00
C -5.85 -0.80 -1.10 0.00
H -3.76 -1.80 0.72 0.00
H 1.54 -1.44 0.48 0.00
H 2.99 -2.41 -1.20 0.00
H 2.15 -4.22 -2.76 0.00
H -0.19 -5.13 -2.39 0.00
H -1.60 -4.17 -0.55 0.00
H -3.27 -4.07 2.10 0.00
H -2.82 -6.09 3.50 0.00
H -0.72 -6.26 4.88 0.00
H 1.12 -4.54 4.44 0.00
H 0.73 -2.64 3.00 0.00
H -2.47 -2.76 -3.99 0.00
H -3.66 -4.50 -5.33 0.00
H -5.30 -6.02 -4.28 0.00
H -5.92 -5.64 -1.86 0.00
H -4.94 -3.72 -0.57 0.00
H -3.40 0.75 -2.96 0.00
H -5.32 2.39 -3.35 0.00
H -7.51 2.02 -2.20 0.00
H -7.90 -0.15 -0.98 0.00
H -5.96 -1.62 -0.43 0.00
S -4.97 3.56 6.24 0.00
C -4.07 3.01 5.01 0.00
S -4.59 3.09 3.35 0.00
C -3.28 2.15 2.63 0.00
C -2.40 1.60 3.52 0.00
S -1.08 0.48 3.22 -0.01
S -2.47 2.23 5.12 0.00
S -3.29 1.92 0.89 -0.01
```


# 5
Density functional theory data (ωB97M-V with the def2-TZVPD basis set) for a molecular structure, C32H48CaO25 at a distorted geometry.

Calculated values
max |F| = 2.32 eV/A
calculated total energy = -3806.93342 a.u.
HOMO level = -7.18 eV
molar mass = 872.789 g/mol
total charge = 0

Structure (XYZ):
```
106
Properties=species:S:1:pos:R:3:mulliken_charge:R:1
Ca 0.46 2.03 3.55 1.39
C 1.88 -3.05 0.81 0.54
C 3.07 -4.03 0.63 0.27
O 3.75 -4.25 1.65 -0.78
O 3.24 -4.42 -0.55 -0.66
H 1.90 -2.25 0.06 -0.69
H 1.84 -2.62 1.81 0.37
H 0.96 -3.62 0.61 -0.18
C -0.34 -0.03 -0.02 2.08
C -0.13 0.69 1.24 1.41
O -0.93 0.63 2.24 -0.82
O 0.87 1.46 1.37 -0.95
H 0.24 -0.96 0.00 -1.07
H -0.13 0.49 -0.95 0.08
H -1.36 -0.42 -0.07 -1.09
C 2.78 -3.60 -4.76 -1.53
C 1.53 -3.04 -4.15 0.17
C 1.54 -2.98 -2.63 -0.57
O 0.85 -1.75 -2.36 0.97
C 0.83 -0.98 -3.46 0.10
O 0.30 0.08 -3.52 -0.59
O 1.41 -1.62 -4.49 -0.47
H 3.66 -3.13 -4.32 0.30
H 2.81 -3.44 -5.84 0.40
H 2.85 -4.68 -4.59 0.36
H 0.61 -3.50 -4.51 0.41
H 2.53 -2.96 -2.20 0.21
H 1.04 -3.81 -2.14 0.38
C -1.12 4.55 -0.28 -1.34
C 0.04 5.03 -1.12 1.16
C 0.70 3.95 -2.00 0.62
O 0.67 4.49 -3.31 -0.38
C 0.04 5.68 -3.31 0.51
O -0.06 6.37 -4.27 -0.54
O -0.45 5.96 -2.08 -0.46
H -0.74 4.03 0.59 0.06
H -1.81 3.96 -0.89 0.43
H -1.73 5.39 0.08 0.43
H 0.74 5.55 -0.46 -0.31
H 0.15 3.01 -1.91 -0.08
H 1.72 3.73 -1.70 -0.20
C -3.34 -4.90 -0.07 -1.45
C -3.16 -4.13 -1.33 0.89
C -1.72 -3.69 -1.62 0.24
O -1.51 -3.97 -3.01 -0.17
C -2.54 -4.71 -3.46 0.48
O -2.66 -5.10 -4.57 -0.56
O -3.43 -4.97 -2.46 -0.44
H -4.39 -5.20 0.02 0.43
H -3.12 -4.29 0.81 0.07
H -2.77 -5.83 -0.12 0.47
H -3.79 -3.24 -1.36 0.14
H -1.00 -4.22 -0.98 0.02
H -1.53 -2.63 -1.45 -0.17
C 3.95 -1.11 -1.67 -1.62
C 3.35 0.07 -0.98 2.89
C 3.97 0.42 0.39 -0.18
O 4.35 1.78 0.33 -0.35
C 4.18 2.23 -0.93 0.49
O 4.44 3.34 -1.28 -0.58
O 3.64 1.29 -1.72 -0.47
H 3.63 -2.05 -1.22 0.03
H 5.04 -1.01 -1.69 0.57
H 3.58 -1.14 -2.70 0.23
H 2.27 0.03 -0.87 -1.46
H 4.79 -0.24 0.70 0.40
H 3.20 0.28 1.16 0.03
C 4.42 7.34 2.54 -1.48
C 3.41 6.59 1.69 0.50
C 3.95 5.38 0.90 -0.69
O 3.04 4.34 1.20 0.15
C 2.23 4.72 2.17 0.23
O 1.37 3.96 2.60 -0.49
O 2.44 5.94 2.59 -0.35
H 4.89 8.15 1.99 0.39
H 5.19 6.67 2.93 0.37
H 3.92 7.77 3.41 0.35
H 2.84 7.29 1.08 0.38
H 4.97 5.12 1.21 0.36
H 4.01 5.59 -0.16 0.34
C -6.73 1.41 0.92 -1.50
C -5.23 1.25 0.92 0.36
C -4.62 -0.01 1.61 -0.21
O -3.96 -0.69 0.58 0.01
C -4.07 -0.03 -0.60 0.39
O -3.61 -0.43 -1.62 -0.48
O -4.79 1.10 -0.45 -0.40
H -6.98 2.34 0.40 0.38
H -7.08 1.55 1.95 0.40
H -7.22 0.58 0.43 0.34
H -4.73 2.14 1.30 0.24
H -5.44 -0.55 2.09 0.35
H -3.97 0.40 2.39 0.12
C -1.75 -2.61 2.64 -0.79
C -2.28 -3.59 3.66 0.49
C -1.57 -3.55 5.01 -0.41
O -2.64 -3.46 5.97 -0.36
C -3.80 -3.16 5.35 0.59
O -4.83 -2.96 5.88 -0.54
O -3.62 -3.16 4.00 -0.33
H -1.55 -1.65 3.14 0.43
H -2.59 -2.23 2.05 -0.24
H -0.91 -2.91 2.03 0.18
H -2.37 -4.58 3.22 0.50
H -0.98 -2.63 5.08 0.21
H -0.99 -4.42 5.27 0.34
```


# 6
Density functional theory data (ωB97M-V with the def2-TZVPD basis set) for C7H13N in the gas phase at a distorted geometry.

Calculated values
max |F| = 5.64 eV/A
calculated total energy = -329.16512 a.u.
HOMO level = -8.35 eV
molar mass = 111.188 g/mol
total charge = 0
relative energy (zero: lowest compared OMol25 entry of this formula, charge and spin) = 279.2 kJ/mol

Structure (XYZ):
```
21
Properties=species:S:1:pos:R:3:nbo_charge:R:1
C -0.72 0.33 -0.77 -0.01
C -0.36 -0.38 0.77 -0.27
C -0.83 -1.12 -0.45 -0.41
C 0.37 0.78 -1.70 -0.62
C -1.97 1.17 -0.80 -0.61
C 1.01 -0.33 1.13 0.21
N 0.98 -1.85 1.96 -0.87
C 1.96 0.57 1.29 -0.45
H -1.09 -0.17 1.54 0.24
H 1.76 -1.87 2.61 0.35
H 1.11 -2.57 1.25 0.35
H -1.82 -1.55 -0.37 0.22
H -0.11 -1.78 -0.92 0.21
H 1.26 0.18 -1.60 0.22
H 0.63 1.83 -1.53 0.21
H 0.03 0.70 -2.75 0.21
H -1.74 2.22 -0.59 0.21
H -2.70 0.82 -0.07 0.21
H -2.44 1.12 -1.79 0.20
H 1.77 1.61 1.08 0.22
H 2.92 0.30 1.69 0.21
```


# 7
Density functional theory data (ωB97M-V with the def2-TZVPD basis set) for 2 unconnected molecules or ions with the total composition C8H20ClN4O2 at a distorted geometry.

Calculated values
max |F| = 4.15 eV/A
calculated total energy = -1146.09739 a.u.
HOMO level = -11.48 eV
molar mass = 239.727 g/mol
total charge = +1
relative energy (zero: lowest compared OMol25 entry of this formula, charge and spin) = 46.2 kJ/mol

Structure (XYZ):
```
35
Properties=species:S:1:pos:R:3:nbo_charge:R:1
C 1.60 -2.10 -0.41 -0.66
C 2.11 0.17 -1.32 -0.64
C 3.84 -1.06 0.13 -0.63
C -1.34 2.43 -1.13 -0.43
C -2.54 -1.02 -0.56 -0.37
C -2.81 0.48 -0.57 0.00
C 0.86 -0.68 1.77 0.76
C 2.36 -0.76 -0.15 0.30
N -3.52 1.63 1.32 -0.35
N -3.74 0.76 0.44 -0.13
N -1.49 1.12 -0.59 -0.31
N -0.78 0.95 0.74 -0.71
O 0.46 -0.29 2.91 -0.59
O 1.84 -0.13 1.06 -0.45
Cl -3.94 -2.03 -1.02 -0.02
H 1.92 -2.80 0.41 0.21
H 0.56 -2.09 -0.42 0.21
H 2.04 -2.49 -1.36 0.26
H 2.50 -0.37 -2.17 0.24
H 2.82 1.10 -1.12 0.23
H 1.05 0.30 -1.38 0.24
H 3.97 -2.06 0.00 0.23
H 4.36 -0.40 -0.47 0.23
H 4.04 -0.70 1.10 0.23
H -1.86 2.47 -2.05 0.22
H -1.75 3.29 -0.49 0.19
H -0.30 2.55 -1.38 0.20
H -1.80 -1.16 -1.34 0.23
H -2.22 -1.27 0.44 0.20
H -3.31 0.85 -1.43 0.24
H 0.27 -1.47 1.43 0.20
H -4.45 1.66 1.99 0.34
H -1.49 0.93 1.41 0.37
H -0.16 1.75 0.83 0.37
H 0.92 0.45 3.39 0.54
```


# 8
Density functional theory data (ωB97M-V with the def2-TZVPD basis set) for 3 unconnected molecules or ions with the total composition C14H28F3NO3S2 at a distorted geometry.

Calculated values
max |F| = 6.85 eV/A
calculated total energy = -1926.50111 a.u.
HOMO level = -10.12 eV
molar mass = 379.510 g/mol
total charge = 0

Structure (XYZ):
```
51
Properties=species:S:1:pos:R:3:nbo_charge:R:1
O 2.13 -7.52 4.31 -0.82
S 1.24 -6.30 4.27 1.70
O 0.80 -6.16 2.65 -0.52
N -0.41 -5.49 2.46 -0.19
C -1.15 -5.76 3.56 0.10
S -2.31 -5.54 4.76 0.17
O 2.30 -5.03 4.71 -0.67
C 1.91 -4.45 5.96 1.16
F 2.92 -4.74 6.90 -0.30
F 1.75 -3.07 5.79 -0.31
F 0.67 -4.94 6.42 -0.32
C -2.55 1.01 -0.11 -0.61
C -1.15 0.53 0.24 -0.40
C -0.96 -0.98 0.08 -0.40
C -1.85 -1.85 0.98 -0.40
C -1.70 -1.59 2.48 -0.40
C -0.30 -1.89 3.01 -0.61
H -3.30 0.57 0.54 0.20
H -2.61 2.09 -0.01 0.21
H -2.80 0.75 -1.15 0.20
H -0.90 0.84 1.26 0.19
H -0.43 1.04 -0.41 0.20
H 0.09 -1.23 0.25 0.20
H -1.16 -1.25 -0.97 0.20
H -1.62 -2.90 0.77 0.20
H -2.90 -1.71 0.70 0.20
H -2.41 -2.22 3.01 0.20
H -1.97 -0.56 2.72 0.20
H -0.03 -2.93 2.82 0.20
H -0.26 -1.72 4.09 0.21
H 0.45 -1.24 2.55 0.20
C 1.13 1.31 -3.29 -0.61
C 0.10 2.34 -3.73 -0.40
C 0.63 3.31 -4.80 -0.40
C 1.80 4.18 -4.36 -0.40
C 1.55 5.05 -3.13 -0.40
C 0.44 6.07 -3.33 -0.61
H 2.00 1.78 -2.83 0.20
H 0.70 0.63 -2.56 0.21
H 1.48 0.72 -4.14 0.20
H -0.26 2.90 -2.86 0.19
H -0.77 1.81 -4.14 0.20
H -0.20 3.95 -5.13 0.20
H 0.93 2.73 -5.68 0.20
H 2.08 4.83 -5.20 0.20
H 2.68 3.55 -4.17 0.20
H 2.47 5.59 -2.89 0.20
H 1.32 4.43 -2.26 0.19
H 0.66 6.74 -4.17 0.20
H 0.32 6.69 -2.44 0.21
H -0.53 5.59 -3.53 0.20
```


# 9
Density functional theory data (ωB97M-V with the def2-TZVPD basis set) for 2 unconnected molecules or ions with the total composition C2H6NS at a distorted geometry.

Calculated values
⟨S²⟩ = 0.75
max |F| = 4.13 eV/A
calculated total energy = -532.62984 a.u.
HOMO level (alpha / beta) = -7.58 / -7.54 eV
molar mass = 76.144 g/mol
spin multiplicity = 2
total charge = 0
relative energy (zero: lowest compared OMol25 entry of this formula, charge and spin) = 157.7 kJ/mol

Structure (XYZ):
```
10
Properties=species:S:1:pos:R:3:lowdin_spin:R:1
S 0.20 -2.43 -0.25 0.93
H 0.09 -2.92 -1.54 0.04
C -0.27 2.91 0.45 0.00
C -0.42 1.60 0.58 0.00
N 0.27 0.79 -0.21 0.01
H 0.26 3.57 -0.27 0.00
H -0.99 3.54 1.00 0.00
H -1.19 1.13 1.35 0.00
H 0.79 1.29 -0.96 0.00
H 0.03 -0.28 -0.17 0.01
```